# 1
The following is a quantum chemistry calculation of a molecular structure, C47H49ClCrNO3P2S4 at a distorted geometry, from OMol25.

Summary:
Calculated total energy (Ha): -5880.58001
Multiplicity: 4
Total charge: +2
LUMO energy (spin up / spin down) (hartree): -0.2578 / -0.2098
HOMO level (spin up / spin down) (eV): -12.46 / -12.46
Relative energy (zero: lowest compared OMol25 entry of this formula, charge and spin) (kJ/mol): 67.0
Molar mass (Da): 953.6
Orbital gap (spin up / spin down) (eV): 5.441 / 6.751
Maximum force (eV/Å): 1.57

Last column: Löwdin charge in e.
Cartesian coordinates (Å):
Cr: 0.227 0.627 -0.213  0.5095
O: 1.162 4.327 -0.571  -0.2075
S: 1.241 3.030 -0.003  0.5345
O: 1.536 1.924 -0.981  -0.4124
O: 0.018 2.523 0.694  -0.4460
C: 2.520 2.953 1.188  -0.2873
C: 3.496 3.933 1.197  -0.0141
C: 4.554 3.808 2.083  -0.0211
C: 4.631 2.699 2.910  -0.0213
C: 3.644 1.719 2.891  -0.0573
C: 2.550 1.845 2.046  -0.3424
P: 1.155 0.651 2.049  1.0934
C: 1.696 -0.904 2.817  -0.3581
C: 2.139 -0.947 4.142  -0.0863
C: 2.471 -2.161 4.721  -0.0408
C: 2.341 -3.343 3.997  -0.0412
C: 1.858 -3.311 2.699  -0.0486
C: 1.529 -2.094 2.118  -0.1193
C: 0.032 1.275 3.337  -0.3270
C: 0.049 2.598 3.767  -0.0560
C: -0.742 2.986 4.837  -0.0418
C: -1.555 2.063 5.480  -0.0483
C: -1.588 0.744 5.044  -0.0730
C: -0.802 0.352 3.972  -0.1106
H: 3.416 4.776 0.521  0.1302
H: 5.325 4.567 2.118  0.1260
H: 5.471 2.586 3.584  0.1243
H: 3.749 0.854 3.527  0.0998
H: 2.189 -0.044 4.738  0.1186
H: 2.816 -2.189 5.746  0.1198
H: 2.593 -4.288 4.460  0.1191
H: 1.734 -4.232 2.140  0.1124
H: 1.112 -2.068 1.124  0.0325
H: 0.680 3.329 3.276  0.1116
H: -0.714 4.012 5.182  0.1190
H: -2.160 2.369 6.325  0.1189
H: -2.215 0.019 5.549  0.1174
H: -0.805 -0.682 3.647  0.1048
Cl: 3.676 -0.396 0.092  0.8157
C: 3.509 -2.057 -0.368  -0.6268
C: 4.620 -2.866 -0.205  -0.0842
C: 4.568 -4.187 -0.612  -0.0434
C: 3.420 -4.680 -1.209  -0.0445
C: 2.321 -3.857 -1.383  -0.0795
C: 2.322 -2.533 -0.935  -0.3588
P: 0.837 -1.498 -1.350  1.0639
C: 1.256 -1.404 -3.128  -0.3900
C: 0.680 -2.230 -4.087  -0.0856
C: 1.153 -2.199 -5.391  -0.0461
C: 2.208 -1.364 -5.735  -0.0504
C: 2.797 -0.556 -4.771  -0.0619
C: 2.318 -0.567 -3.471  -0.1043
C: -0.580 -2.632 -1.171  -0.3704
C: -1.734 -2.365 -1.914  -0.1207
C: -2.845 -3.186 -1.803  -0.0672
C: -2.837 -4.254 -0.913  -0.0575
C: -1.714 -4.497 -0.137  -0.0510
C: -0.587 -3.695 -0.267  -0.0867
H: 5.525 -2.453 0.222  0.1154
H: 5.437 -4.821 -0.487  0.1219
H: 3.380 -5.706 -1.551  0.1198
H: 1.450 -4.245 -1.893  0.1143
H: -0.128 -2.902 -3.826  0.1049
H: 0.703 -2.842 -6.137  0.1173
H: 2.574 -1.347 -6.754  0.1169
H: 3.634 0.080 -5.032  0.1186
H: 2.777 0.069 -2.720  0.0929
H: -1.743 -1.534 -2.611  0.0551
H: -3.715 -3.003 -2.423  0.1186
H: -3.704 -4.900 -0.834  0.1186
H: -1.704 -5.325 0.562  0.1181
H: 0.288 -3.909 0.333  0.0844
C: -1.705 5.124 -2.456  -0.5135
C: -2.836 4.415 -1.716  -0.4768
S: -2.492 2.734 -1.076  0.8659
C: -3.431 1.681 -2.206  -0.5313
C: -2.763 1.483 -3.553  -0.4912
S: -1.062 0.849 -3.383  0.8788
C: -0.166 1.997 -4.476  -0.4747
C: 0.090 3.393 -3.909  -0.4888
S: -1.329 4.529 -4.130  0.9055
H: -0.789 5.125 -1.879  0.0513
H: -2.011 6.160 -2.603  0.0782
H: -3.723 4.338 -2.342  0.0815
H: -3.089 5.004 -0.834  0.0762
H: -4.432 2.096 -2.327  0.0925
H: -3.515 0.724 -1.685  0.0333
H: -2.711 2.422 -4.090  0.0237
H: -3.319 0.757 -4.148  0.0860
H: -0.728 2.051 -5.408  0.0864
H: 0.775 1.489 -4.680  0.0589
H: 0.923 3.844 -4.450  0.0797
H: 0.350 3.351 -2.858  0.0357
C: -4.145 0.925 2.255  0.0000
C: -3.788 -0.380 1.524  -0.5402
C: -4.798 -0.629 0.390  -0.0084
C: -3.760 -1.588 2.482  -0.0028
C: -2.445 -0.238 0.958  -0.0361
N: -1.395 -0.114 0.512  0.1332
H: -5.168 0.841 2.622  0.1076
H: -4.087 1.778 1.576  0.0814
H: -3.483 1.108 3.100  0.0740
H: -5.772 -0.802 0.846  0.1079
H: -4.530 -1.504 -0.199  0.0796
H: -4.878 0.241 -0.262  0.0762
H: -4.755 -1.706 2.911  0.1064
H: -3.050 -1.439 3.296  0.0751
H: -3.499 -2.504 1.949  0.0898


# 2
The following is a quantum chemistry calculation of a single C6H8S molecule at a distorted geometry, from OMol25.

Summary:
Calculated total energy (Ha): -631.35887
LUMO energy (spin up / spin down) (hartree): -0.0076 / -0.0116
HOMO level (spin up / spin down) (eV): -8.18 / -7.69
Relative energy (zero: lowest compared OMol25 entry of this formula, charge and spin) (kJ/mol): 609.9
Molar mass (Da): 112.2
Orbital gap (spin up / spin down) (eV): 7.971 / 7.379
Maximum force (eV/Å): 4.69

Last column: Löwdin charge in e.
Cartesian coordinates (Å):
C: -0.915 1.759 -0.442  -0.2640
C: -1.835 1.113 0.383  -0.0223
C: 0.333 -1.492 0.682  -0.0841
C: 1.263 -1.674 -0.531  -0.1312
C: 0.679 0.955 -0.616  -0.3672
C: 0.990 -0.330 -0.024  -0.7192
S: 2.141 1.085 0.345  0.8502
H: -1.159 1.911 -1.510  0.0924
H: -0.524 2.710 -0.004  0.0952
H: -1.858 1.242 1.396  0.0232
H: -2.185 0.073 0.002  0.0877
H: -0.822 -1.416 0.655  0.1125
H: 0.711 -1.788 1.624  0.0793
H: 2.350 -2.271 -0.484  0.1723
H: 0.829 -1.877 -1.475  0.0753


# 3
The following is a quantum chemistry calculation of 2 unconnected molecules or ions with the total composition C6H9N2O2 at a distorted geometry, from OMol25.

Summary:
Calculated total energy (Ha): -494.11085
Total charge: -1
LUMO energy (hartree): 0.1346
HOMO level (eV): -4.90
Relative energy (zero: lowest compared OMol25 entry of this formula, charge and spin) (kJ/mol): 31.1
Molar mass (Da): 141.2
Orbital gap (eV): 8.566
Maximum force (eV/Å): 1.41

Last column: Löwdin charge in e.
Cartesian coordinates (Å):
C: -0.508 0.794 -3.674  -0.0670
C: -1.015 -0.206 -0.264  -0.2401
C: 0.695 0.242 -1.504  -0.0884
C: -0.460 0.494 -2.192  -0.3974
N: 0.321 -0.213 -0.268  0.0604
N: -1.536 0.182 -1.419  0.0597
H: 0.926 -0.385 0.594  0.0718
H: -1.646 -0.320 0.606  0.0974
H: 1.735 0.300 -1.792  0.1087
H: 0.254 0.220 -4.194  0.0595
H: -0.398 1.849 -3.925  0.0571
H: -1.487 0.459 -4.008  0.0588
C: -0.221 -0.531 3.210  -0.0378
C: 1.313 -0.346 3.065  -0.7416
O: 1.759 -0.242 1.880  -0.1033
O: 1.974 -0.350 4.107  -0.0573
H: -0.324 -1.231 4.051  0.0613
H: -0.597 -1.107 2.368  0.0333
H: -0.785 0.387 3.358  0.0648